[1]
Computed, not measured: C6H12 in the gas phase in a non-equilibrium geometry, with ωB97M-V with the def2-TZVPD basis set.

Element x y z (Å)
C (-2.183, 0.248, 0.563)
C (-1.113, 0.229, -0.520)
C (0.138, 1.101, -0.252)
C (1.102, -0.066, -0.582)
C (2.161, -0.350, 0.513)
C (-0.159, -0.994, -0.587)
H (-1.727, 0.070, 1.543)
H (-2.936, -0.529, 0.392)
H (-2.693, 1.219, 0.603)
H (-1.599, 0.402, -1.490)
H (0.342, 1.118, 0.805)
H (0.209, 2.117, -0.676)
H (1.597, 0.014, -1.555)
H (2.651, -1.307, 0.304)
H (2.956, 0.414, 0.576)
H (1.763, -0.433, 1.549)
H (-0.293, -1.639, -1.460)
H (-0.201, -1.612, 0.316)

Energy relative to the best compared isomer or geometry (same formula, charge and spin): 1.134 eV
LUMO level: 1.2 eV
Molecular weight: 84.16 g mol⁻¹
Calculated total energy: -235.77657 a.u.
HOMO-LUMO gap: 0.424 Eh

Okay, here come the Mulliken numbers, in e, for every atom: atom 1 (C): -1.50, atom 2 (C): 0.48, atom 3 (C): -1.01, atom 4 (C): 0.46, atom 5 (C): -1.56, atom 6 (C): -0.91, atom 7 (H): 0.33, atom 8 (H): 0.36, atom 9 (H): 0.34, atom 10 (H): 0.36, atom 11 (H): 0.26, atom 12 (H): 0.36, atom 13 (H): 0.38, atom 14 (H): 0.37, atom 15 (H): 0.36, atom 16 (H): 0.35, atom 17 (H): 0.28, atom 18 (H): 0.30

---

[2]
Computed, not measured: a molecular structure, C33H40N4OsP2Te in a non-equilibrium geometry, with ωB97M-V with the def2-TZVPD basis set.

Element x y z (Å)
Os (-0.184, -3.157, -0.476)
C (1.455, -4.142, 0.145)
C (1.709, -2.711, -0.094)
C (2.584, -2.357, -1.298)
C (1.804, -2.591, -2.608)
C (0.321, -2.895, -2.381)
C (-0.151, -4.256, -2.081)
C (0.842, -5.384, -2.006)
C (1.879, -5.188, -0.876)
C (-1.614, -1.662, -0.600)
H (1.571, -4.499, 1.181)
H (1.876, -2.119, 0.810)
H (3.518, -2.948, -1.304)
H (2.881, -1.298, -1.226)
H (1.815, -1.659, -3.189)
H (2.298, -3.358, -3.221)
H (-0.369, -2.294, -2.996)
H (-1.110, -4.537, -2.527)
H (1.347, -5.497, -2.966)
H (0.305, -6.312, -1.804)
H (1.966, -6.143, -0.329)
H (2.863, -4.945, -1.298)
H (-2.162, -1.936, 0.312)
H (-2.255, -1.689, -1.487)
H (-1.123, -0.675, -0.557)
P (-0.372, 1.699, -1.654)
P (0.975, 1.375, 1.291)
N (-0.442, 1.191, -3.337)
N (-1.026, 3.280, -1.914)
N (0.840, -1.753, 3.573)
N (1.754, 1.865, 2.717)
C (1.452, 1.849, -1.519)
C (2.105, 1.867, -0.099)
C (-1.365, 0.291, -3.891)
C (-1.331, 0.421, -5.275)
C (-0.362, 1.431, -5.588)
C (0.171, 1.880, -4.392)
C (-2.422, 3.479, -1.937)
C (-2.670, 4.803, -2.253)
C (-1.401, 5.452, -2.436)
C (-0.413, 4.495, -2.226)
C (0.033, -2.846, 3.736)
C (0.643, -3.803, 4.590)
C (1.900, -3.257, 4.938)
C (1.956, -1.965, 4.336)
C (2.940, 1.495, 3.377)
C (2.975, 2.126, 4.614)
C (1.729, 2.833, 4.773)
C (1.006, 2.665, 3.614)
H (1.787, 2.698, -2.132)
H (1.807, 0.938, -2.023)
H (2.942, 1.150, -0.059)
H (2.547, 2.857, 0.095)
H (-1.948, -0.346, -3.241)
H (-1.934, -0.122, -5.988)
H (-0.094, 1.806, -6.566)
H (0.952, 2.594, -4.188)
H (-3.087, 2.664, -1.688)
H (-3.650, 5.250, -2.351)
H (-1.239, 6.490, -2.683)
H (0.663, 4.556, -2.242)
H (-0.946, -2.880, 3.259)
H (0.202, -4.745, 4.908)
H (2.695, -3.715, 5.519)
H (2.745, -1.222, 4.464)
H (3.645, 0.808, 2.924)
H (3.780, 2.100, 5.333)
H (1.408, 3.383, 5.648)
H (0.018, 3.007, 3.323)
Te (-1.041, -0.111, 2.073)
C (-2.653, 1.255, 2.019)
C (-3.920, 0.907, 2.531)
C (-4.903, 1.899, 2.662)
C (-4.638, 3.217, 2.270)
C (-3.411, 3.534, 1.679)
C (-2.418, 2.558, 1.553)
H (-4.109, -0.124, 2.826)
H (-5.881, 1.649, 3.072)
H (-5.385, 3.996, 2.420)
H (-3.222, 4.544, 1.315)
H (-1.452, 2.788, 1.103)

Energy relative to the best compared isomer or geometry (same formula, charge and spin): 0.000 eV
LUMO level (alpha / beta): -7.4 / -8.0 eV
Spin multiplicity: 5
Molecular weight: 872.49 g mol⁻¹
⟨S²⟩: 6.125
Calculated total energy: -2540.97668 a.u.
HOMO-LUMO gap (alpha / beta): 0.191 / 0.170 Eh
Total charge: +2

Okay, here come the Mulliken numbers, in e, for every atom: atom 1 (Os): 0.39, atom 2 (C): -0.50, atom 3 (C): 0.20, atom 4 (C): -1.04, atom 5 (C): -0.98, atom 6 (C): 0.10, atom 7 (C): -0.47, atom 8 (C): -0.99, atom 9 (C): -0.71, atom 10 (C): -0.74, atom 11 (H): 0.58, atom 12 (H): 0.47, atom 13 (H): 0.50, atom 14 (H): 0.10, atom 15 (H): 0.48, atom 16 (H): 0.33, atom 17 (H): 0.50, atom 18 (H): 0.64, atom 19 (H): 0.36, atom 20 (H): 0.36, atom 21 (H): 0.42, atom 22 (H): 0.21, atom 23 (H): 0.44, atom 24 (H): 0.55, atom 25 (H): -0.12, atom 26 (P): -0.63, atom 27 (P): -0.22, atom 28 (N): 1.15, atom 29 (N): 0.65, atom 30 (N): 0.08, atom 31 (N): 0.64, atom 32 (C): -0.75, atom 33 (C): -0.96, atom 34 (C): -0.84, atom 35 (C): -0.75, atom 36 (C): -0.73, atom 37 (C): -0.28, atom 38 (C): -0.70, atom 39 (C): -0.65, atom 40 (C): -0.77, atom 41 (C): -0.27, atom 42 (C): -0.28, atom 43 (C): -0.79, atom 44 (C): -0.54, atom 45 (C): -0.26, atom 46 (C): -0.53, atom 47 (C): -0.56, atom 48 (C): -0.63, atom 49 (C): -0.29, atom 50 (H): 0.57, atom 51 (H): 0.30, atom 52 (H): 0.56, atom 53 (H): 0.45, atom 54 (H): 0.52, atom 55 (H): 0.47, atom 56 (H): 0.46, atom 57 (H): 0.38, atom 58 (H): 0.43, atom 59 (H): 0.48, atom 60 (H): 0.48, atom 61 (H): 0.44, atom 62 (H): 0.44, atom 63 (H): 0.44, atom 64 (H): 0.44, atom 65 (H): 0.39, atom 66 (H): 0.49, atom 67 (H): 0.46, atom 68 (H): 0.47, atom 69 (H): 0.47, atom 70 (Te): 0.59, atom 71 (C): 0.95, atom 72 (C): -0.45, atom 73 (C): -0.69, atom 74 (C): -0.61, atom 75 (C): -0.86, atom 76 (C): -0.04, atom 77 (H): 0.38, atom 78 (H): 0.41, atom 79 (H): 0.40, atom 80 (H): 0.43, atom 81 (H): 0.19

---

[3]
Computed, not measured: C5H11N2O in the gas phase in a non-equilibrium geometry, with ωB97M-V with the def2-TZVPD basis set.

Element x y z (Å)
C (-1.805, -0.339, 0.297)
O (-2.197, -0.366, -0.968)
C (-0.749, 0.612, 0.693)
C (0.647, 0.126, 0.381)
C (1.143, -0.226, -1.088)
C (2.490, -0.155, -1.251)
N (0.289, -0.542, -2.025)
N (-0.986, 0.784, 2.194)
H (-1.450, -1.385, 0.642)
H (-2.754, -0.378, 0.911)
H (-1.085, 1.807, 0.304)
H (1.387, 1.031, 0.681)
H (0.688, -0.807, 1.001)
H (3.009, -0.537, -2.139)
H (3.343, 0.234, -0.685)
H (-1.380, -0.534, -1.485)
H (0.580, -0.869, -2.966)
H (-0.783, 0.041, 2.936)
H (-0.386, 1.503, 2.567)

Energy relative to the best compared isomer or geometry (same formula, charge and spin): 2.227 eV
LUMO level (alpha / beta): 0.8 / -1.6 eV
Spin multiplicity: 2
Molecular weight: 115.16 g mol⁻¹
⟨S²⟩: 0.778
Calculated total energy: -381.71586 a.u.
HOMO-LUMO gap (alpha / beta): 0.363 / 0.276 Eh

Okay, here come the Mulliken numbers, in e, for every atom: atom 1 (C): -0.80, atom 2 (O): -0.54, atom 3 (C): 0.48, atom 4 (C): -0.69, atom 5 (C): 0.98, atom 6 (C): -1.13, atom 7 (N): -0.55, atom 8 (N): -0.69, atom 9 (H): 0.23, atom 10 (H): 0.39, atom 11 (H): 0.21, atom 12 (H): 0.20, atom 13 (H): 0.21, atom 14 (H): 0.29, atom 15 (H): 0.29, atom 16 (H): 0.43, atom 17 (H): 0.22, atom 18 (H): 0.23, atom 19 (H): 0.24

---

[4]
Computed, not measured: a molecular structure, C26H29N5O6RuS2Se3Te, with ωB97M-V with the def2-TZVPD basis set.

Element x y z (Å)
Ru (-0.533, 1.071, 0.945)
Se (-2.325, 0.279, 2.555)
Se (-1.515, -0.735, 4.386)
Te (0.534, 2.478, 3.315)
Se (1.759, 2.554, 1.221)
C (-2.603, -4.521, 0.299)
C (-2.085, -3.316, -0.437)
C (-0.917, -3.375, -1.186)
C (-0.411, -2.242, -1.811)
C (-1.084, -1.041, -1.689)
C (-2.280, -0.969, -0.984)
C (-2.767, -2.102, -0.359)
S (-0.416, 0.445, -2.394)
O (0.937, 0.105, -2.810)
O (-1.293, 0.898, -3.449)
N (-0.435, 1.446, -1.155)
C (-0.779, 2.836, -1.440)
C (-1.599, 3.434, -0.308)
O (-2.101, 4.533, -0.405)
O (-1.716, 2.680, 0.764)
H (-1.975, -5.394, 0.120)
H (-3.621, -4.764, -0.012)
H (-2.625, -4.331, 1.374)
H (-0.382, -4.315, -1.267)
H (0.513, -2.278, -2.371)
H (-2.808, -0.024, -0.915)
H (-3.679, -2.036, 0.223)
H (-1.363, 2.926, -2.356)
H (0.116, 3.459, -1.546)
C (4.898, -1.641, -2.962)
C (3.624, -1.647, -2.128)
C (3.576, -0.403, -1.248)
N (2.412, -0.317, -0.364)
C (2.008, -1.143, 0.561)
S (0.539, -0.980, 1.406)
N (2.777, -2.251, 0.904)
C (4.123, -2.361, 1.248)
O (4.622, -3.463, 1.317)
C (4.873, -1.123, 1.599)
C (4.258, -0.028, 2.196)
C (5.014, 1.088, 2.527)
C (6.374, 1.109, 2.261)
C (6.992, 0.008, 1.678)
C (6.246, -1.111, 1.357)
H (4.945, -2.514, -3.613)
H (5.788, -1.649, -2.327)
H (4.946, -0.752, -3.595)
H (3.586, -2.550, -1.516)
H (2.747, -1.638, -2.774)
H (3.509, 0.478, -1.883)
H (4.488, -0.312, -0.658)
H (1.753, 0.432, -0.567)
H (2.238, -3.073, 1.141)
H (3.197, -0.031, 2.415)
H (4.525, 1.940, 2.980)
H (6.958, 1.986, 2.510)
H (8.055, 0.025, 1.477)
H (6.704, -1.985, 0.913)
N (-5.244, 2.682, 3.022)
C (-6.250, 2.924, 2.154)
O (-7.323, 3.388, 2.510)
C (-5.999, 2.562, 0.720)
C (-7.081, 2.517, -0.148)
C (-6.864, 2.162, -1.467)
C (-5.569, 1.861, -1.866)
N (-4.520, 1.919, -1.052)
C (-4.737, 2.274, 0.212)
H (-5.403, 2.908, 3.988)
H (-4.385, 2.223, 2.770)
H (-8.065, 2.759, 0.233)
H (-7.678, 2.112, -2.177)
H (-5.359, 1.565, -2.889)
H (-3.844, 2.351, 0.823)

Energy relative to the best compared isomer or geometry (same formula, charge and spin): 0.034 eV
LUMO level (alpha / beta): 1.8 / 0.7 eV
Spin multiplicity: 6
Molecular weight: 1037.23 g mol⁻¹
⟨S²⟩: 8.790
Calculated total energy: -10097.16445 a.u.
HOMO-LUMO gap (alpha / beta): 0.227 / 0.214 Eh
Total charge: -1

Okay, here come the Mulliken numbers, in e, for every atom: atom 1 (Ru): 1.12, atom 2 (Se): -0.24, atom 3 (Se): -0.37, atom 4 (Te): -0.03, atom 5 (Se): -0.43, atom 6 (C): -1.49, atom 7 (C): 1.05, atom 8 (C): -0.84, atom 9 (C): -0.54, atom 10 (C): -0.05, atom 11 (C): -0.65, atom 12 (C): -0.76, atom 13 (S): 1.22, atom 14 (O): -0.72, atom 15 (O): -0.81, atom 16 (N): 0.23, atom 17 (C): -0.90, atom 18 (C): 0.35, atom 19 (O): -0.73, atom 20 (O): -0.44, atom 21 (H): 0.36, atom 22 (H): 0.36, atom 23 (H): 0.30, atom 24 (H): 0.33, atom 25 (H): 0.40, atom 26 (H): 0.80, atom 27 (H): 0.44, atom 28 (H): 0.42, atom 29 (H): 0.29, atom 30 (C): -1.59, atom 31 (C): 0.29, atom 32 (C): -1.23, atom 33 (N): 0.83, atom 34 (C): -0.36, atom 35 (S): -0.14, atom 36 (N): 0.28, atom 37 (C): 0.15, atom 38 (O): -0.67, atom 39 (C): 0.04, atom 40 (C): 0.31, atom 41 (C): -0.81, atom 42 (C): -0.38, atom 43 (C): -0.60, atom 44 (C): -0.37, atom 45 (H): 0.41, atom 46 (H): 0.33, atom 47 (H): 0.37, atom 48 (H): 0.35, atom 49 (H): 0.10, atom 50 (H): 0.61, atom 51 (H): 0.41, atom 52 (H): -0.28, atom 53 (H): 0.25, atom 54 (H): 0.47, atom 55 (H): 0.42, atom 56 (H): 0.39, atom 57 (H): 0.40, atom 58 (H): 0.47, atom 59 (N): -0.21, atom 60 (C): 0.40, atom 61 (O): -0.71, atom 62 (C): -0.10, atom 63 (C): -0.37, atom 64 (C): -0.60, atom 65 (C): -0.45, atom 66 (N): -0.15, atom 67 (C): 0.22, atom 68 (H): 0.18, atom 69 (H): 0.12, atom 70 (H): 0.47, atom 71 (H): 0.39, atom 72 (H): 0.43, atom 73 (H): 0.29